No. 1
{"formula": "C13H26N6O6SSn", "method": "ωB97M-V with the def2-TZVPD basis set", "species": ["O", "H", "Sn", "N", "N", "N", "N", "O", "O", "O", "O", "C", "C", "C", "C", "C", "H", "H", "H", "C", "H", "H", "H", "C", "C", "H", "H", "H", "H", "H", "H", "H", "H", "C", "H", "H", "H", "O", "H", "H", "C", "N", "C", "C", "N", "C", "S", "H", "H", "H", "H", "H", "H"], "xyz": [[0.23585, -1.08898, -4.02980], [-0.18232, -1.29360, -4.89048], [0.08261, 0.08763, -0.77457], [1.55947, -1.31252, -1.52680], [-0.70234, -1.87757, -0.21525], [0.63305, 2.15325, -0.91642], [-1.26439, 1.07701, 0.58682], [2.71579, -1.02812, -1.89278], [1.62329, 2.68076, -1.68131], [-2.16507, 0.47350, 1.43904], [-1.67787, -2.08985, 0.61233], [-0.10477, -2.91162, -0.87266], [1.10937, -2.61211, -1.54512], [-0.03609, 2.97056, -0.10236], [-1.10586, 2.39871, 0.68586], [1.94537, -3.51888, -2.35143], [1.95499, -3.14771, -3.38636], [1.56667, -4.54012, -2.33419], [2.97822, -3.50773, -1.97375], [-0.74296, -4.25298, -0.85427], [-1.72619, -4.22140, -1.34481], [-0.88373, -4.60574, 0.17477], [-0.12187, -4.97689, -1.38873], [0.40660, 4.38214, 0.03542], [-1.91612, 3.22568, 1.62670], [1.03568, 4.65751, -0.81389], [0.99383, 4.51086, 0.95822], [-0.45936, 5.04983, 0.08905], [-2.55788, 2.59664, 2.25185], [-2.55142, 3.91772, 1.05708], [-1.27147, 3.84003, 2.26856], [1.68934, 1.98307, -2.44540], [-2.10899, -0.50847, 1.18805], [-1.19612, 0.05042, -2.48251], [-0.63758, -0.67955, -3.38224], [-1.30608, 1.06036, -2.87155], [-2.14794, -0.41471, -2.22073], [1.58181, 1.03285, -3.63252], [1.08832, 0.14522, -3.87494], [1.46700, 1.62896, -4.38959], [0.02910, -1.94964, 3.37581], [0.10432, -0.50541, 3.48020], [-0.50005, 0.26354, 4.45349], [-0.16992, 1.55892, 4.21410], [0.63751, 1.55210, 3.09321], [0.82769, 0.27898, 2.63445], [1.70972, -0.24230, 1.27929], [-0.56423, -2.23977, 2.50093], [1.03634, -2.37023, 3.27534], [-0.45291, -2.32179, 4.28566], [-1.11677, -0.18646, 5.22014], [-0.43316, 2.46553, 4.72878], [1.09151, 2.36239, 2.67932]], "atomic_forces_ev_per_a": [[0.9, -1.3, -2.7], [0.6, 0.1, 0.4], [-1.1, -3.2, -2.7], [-1.1, -2.7, 1.4], [2.7, -2.2, -1.4], [-0.5, 2.5, 1.6], [-0.3, 2.6, 1.7], [0.9, 0.5, -0.7], [-0.7, -0.6, 0.3], [0.5, 0.5, -0.8], [-1.7, 0.5, 1.0], [-2.2, 2.6, 1.6], [1.4, 3.0, -0.8], [2.1, -1.1, -1.9], [-0.8, -2.9, 0.6], [0.3, -0.5, 0.0], [0.1, 0.0, 0.2], [0.1, 0.0, -0.1], [-0.2, 0.0, -0.2], [0.1, -0.4, 0.1], [0.2, 0.1, 0.2], [-0.1, 0.1, -0.2], [-0.2, 0.1, 0.1], [-0.3, 0.4, 0.0], [-0.3, 0.2, 0.0], [-0.1, 0.0, 0.2], [-0.1, 0.0, -0.2], [0.2, 0.0, 0.0], [0.2, 0.1, -0.2], [0.1, -0.1, 0.1], [-0.1, -0.1, -0.1], [0.2, -0.1, -0.2], [0.1, -0.5, -0.3], [-0.9, 0.8, 1.3], [0.2, 0.6, 0.9], [-0.3, 0.2, -0.1], [-0.2, 0.3, 0.4], [0.1, 0.7, -0.3], [-0.1, 0.0, 0.1], [0.0, -0.4, 0.2], [-0.1, -0.6, 0.0], [0.6, 0.6, -0.3], [0.1, 0.3, -0.1], [-0.1, -0.4, 0.0], [0.4, -0.2, -0.2], [-0.9, 0.2, 0.7], [0.4, 0.3, 0.2], [0.0, 0.1, 0.0], [-0.2, 0.1, 0.1], [0.2, 0.0, -0.2], [0.1, 0.2, -0.2], [0.0, -0.1, 0.0], [-0.1, -0.5, 0.2]], "max_force_ev_per_a": 4.3, "charge": 0, "orbital_gap_ev": [4.5, 4.5]}


No. 2
{"formula": "C13H26OP2PdSe", "method": "ωB97M-V with the def2-TZVPD basis set", "species": ["Pd", "H", "H", "P", "P", "C", "H", "H", "H", "C", "H", "H", "H", "C", "H", "H", "H", "C", "H", "H", "H", "C", "H", "H", "H", "C", "H", "H", "H", "C", "O", "H", "Se", "C", "C", "C", "C", "C", "C", "H", "H", "H", "H", "H"], "xyz": [[0.08863, 0.00927, -1.40316], [-0.77008, -0.55026, -0.08445], [-0.78112, 0.49596, -0.07569], [-0.06618, -2.32286, -1.68252], [-0.06874, 2.34109, -1.66703], [1.44370, 3.30894, -1.27173], [1.31952, 4.37489, -1.53830], [1.66392, 3.22262, -0.19862], [2.29109, 2.88792, -1.83251], [-0.37027, 2.74719, -3.42988], [-1.31465, 2.27858, -3.74425], [-0.42224, 3.83904, -3.58163], [0.44282, 2.32394, -4.03617], [-1.39336, 3.28086, -0.80213], [-1.23533, 3.22299, 0.28457], [-1.39932, 4.34240, -1.11306], [-2.36730, 2.82617, -1.03979], [-0.19237, -2.72130, -3.46836], [-0.26718, -3.81080, -3.62660], [-1.08069, -2.21977, -3.88011], [0.69531, -2.32904, -3.98431], [1.37034, -3.33032, -1.13271], [1.47687, -3.25125, -0.04185], [1.24723, -4.39251, -1.41522], [2.28415, -2.93196, -1.59776], [-1.49787, -3.22690, -0.96387], [-2.42867, -2.74538, -1.30068], [-1.49875, -4.28749, -1.27719], [-1.45358, -3.17407, 0.13351], [1.74919, 0.00888, -0.39162], [2.84460, 0.00817, 0.11957], [0.77890, 0.02434, -2.76871], [0.64245, -0.00162, 1.33260], [0.08272, -0.04906, 3.09108], [-1.06358, 0.56701, 3.58747], [-1.26991, 0.57252, 4.96427], [-0.34704, -0.01595, 5.83350], [0.80179, -0.62729, 5.31867], [1.01666, -0.64380, 3.95520], [-1.75927, 1.05366, 2.90742], [-2.15536, 1.05879, 5.37628], [-0.49921, 0.00321, 6.90908], [1.53765, -1.07629, 5.98224], [1.92451, -1.09049, 3.55449]], "atomic_forces_ev_per_a": [[-1.1, 0.0, -3.0], [-1.1, 1.2, 0.3], [-1.2, -1.2, 0.4], [-0.6, -0.6, -1.0], [-0.6, 0.5, -0.9], [0.0, -0.1, 0.0], [0.0, -0.5, 0.1], [0.0, 0.0, -0.3], [-0.3, 0.1, 0.2], [0.0, 0.4, 0.0], [0.3, 0.2, 0.1], [0.0, -0.3, -0.1], [-0.2, 0.1, 0.2], [0.0, 0.2, -0.1], [0.0, 0.0, -0.3], [0.0, -0.4, 0.2], [0.3, 0.1, 0.1], [0.0, -0.4, 0.0], [0.0, 0.3, -0.1], [0.3, -0.2, 0.2], [-0.3, -0.1, 0.2], [0.0, 0.1, 0.0], [0.0, 0.0, -0.3], [0.0, 0.5, 0.1], [-0.3, -0.1, 0.2], [0.0, -0.2, -0.1], [0.3, -0.2, 0.1], [0.0, 0.4, 0.2], [0.0, 0.0, -0.3], [7.3, 0.0, 0.6], [-1.9, 0.0, -2.5], [0.5, 0.0, -1.2], [0.0, 0.2, 4.0], [-0.7, -0.1, 2.2], [0.4, -0.2, 0.5], [-0.2, 0.1, 0.3], [0.1, -0.1, -0.3], [-0.2, 0.2, 0.3], [-0.4, 0.1, 0.1], [0.0, -0.1, 0.1], [0.2, -0.1, -0.1], [-0.1, 0.0, -0.2], [-0.2, 0.1, 0.0], [-0.2, 0.0, 0.0]], "max_force_ev_per_a": 7.3, "charge": 0, "orbital_gap_ev": [5.1, 6.2], "e_above_lowest_kcal_mol": 71.11, "spin_multiplicity": 3}